Entry 1:
# C22H28N4O6S

The molecule C22H28N4O6S (ωB97M-V/def2-TZVPD, the Open Molecules 2025 dataset).

The geometry in XYZ format:
```
61
Properties=species:S:1:pos:R:3:forces:R:3
C -5.34124 -0.55086 2.53997 -0.041 -0.106 0.150
O -5.04792 0.33849 1.48813 0.124 0.189 -0.229
C -3.74183 0.61575 1.22312 0.216 0.069 -0.053
C -2.65746 0.07870 1.90132 -0.343 0.062 0.175
C -1.37255 0.40287 1.49634 -0.083 0.229 -0.242
C -1.14602 1.26164 0.43568 -0.416 -0.068 -0.063
N 0.17698 1.58533 0.05174 0.065 0.138 0.406
C 1.05564 2.10528 1.09363 0.307 0.070 0.095
C 1.92881 0.97364 1.65984 -0.169 0.532 -0.254
O 1.62907 0.37672 2.68012 -0.171 -0.222 0.411
N 3.00535 0.70706 0.91804 0.533 -0.057 -0.276
C 3.89900 -0.38996 1.19926 0.341 0.095 -0.006
C 5.35730 0.05892 1.02561 -0.298 -0.190 0.575
C 6.33154 -1.12811 1.19927 -0.065 0.165 -0.059
C 6.99469 -1.26726 -0.17714 -0.115 0.176 -0.114
C 6.04161 -0.48050 -1.08120 0.188 -0.320 -0.183
O 5.57168 0.57669 -0.27537 -0.068 0.289 -0.062
C 0.70221 1.42044 -1.18843 -0.339 -0.013 -0.432
O 1.83678 1.78634 -1.44533 0.285 0.078 -0.216
C -0.13946 0.69384 -2.21880 0.114 -0.017 0.059
C 0.46134 -0.69652 -2.48481 0.144 0.220 -0.130
C 0.69334 -1.46414 -1.21350 0.023 -0.122 -0.328
O 1.78884 -1.72443 -0.77334 0.217 0.037 0.040
N -0.40828 -1.91060 -0.50460 0.340 -0.282 0.637
C -1.73872 -1.89428 -0.79784 -1.025 -0.454 0.386
N -2.31524 -1.32261 -1.79480 0.766 0.205 -0.333
C -3.65808 -1.50824 -1.77701 -0.586 -0.357 0.397
C -4.13736 -2.24606 -0.74877 0.114 -0.012 -0.027
S -2.84526 -2.75655 0.27434 0.220 0.192 -0.629
C -2.24510 1.87089 -0.20284 0.130 -0.054 0.234
O -1.95039 2.77932 -1.17139 0.203 -0.283 0.293
C -3.01000 3.40038 -1.85768 -0.187 0.119 -0.137
C -3.52670 1.52032 0.18116 -0.129 0.066 -0.058
H -6.42699 -0.62900 2.56447 0.075 -0.031 0.041
H -4.90925 -1.54089 2.36199 0.006 0.039 0.018
H -4.98444 -0.16735 3.50062 0.005 -0.023 -0.029
H -2.78883 -0.59402 2.73228 -0.054 -0.074 0.075
H -0.52865 -0.01079 2.02675 0.147 -0.027 0.039
H 0.44184 2.52120 1.89310 0.113 -0.091 -0.083
H 1.68744 2.88119 0.65438 -0.085 -0.035 0.083
H 3.13358 1.17280 0.02581 -0.207 0.056 0.137
H 3.67982 -1.21536 0.51374 0.052 -0.029 0.133
H 3.71718 -0.71431 2.22610 0.064 -0.052 -0.111
H 5.56326 0.88018 1.72043 -0.035 -0.103 -0.053
H 7.06141 -0.93431 1.98230 -0.019 -0.047 0.042
H 5.77684 -2.02843 1.46065 -0.003 -0.052 0.060
H 7.10139 -2.30267 -0.49142 0.057 -0.048 -0.023
H 7.97692 -0.79476 -0.17721 0.015 -0.027 -0.032
H 6.52536 -0.04015 -1.95334 -0.055 -0.066 0.001
H 5.20743 -1.11436 -1.41280 0.046 0.035 -0.028
H -1.17075 0.57687 -1.90737 0.128 0.071 -0.122
H -0.10469 1.26665 -3.14596 -0.018 0.028 0.071
H -0.22394 -1.25331 -3.12525 0.036 0.024 -0.005
H 1.43108 -0.58872 -2.97283 -0.062 -0.102 0.105
H -0.15730 -2.38594 0.35622 0.111 0.127 -0.203
H -4.24580 -1.06974 -2.56199 -0.205 0.047 -0.098
H -5.14863 -2.51767 -0.52865 -0.257 -0.031 0.017
H -3.61907 2.66923 -2.39833 0.006 0.019 0.026
H -2.53893 4.07590 -2.56960 -0.087 -0.026 0.026
H -3.64716 3.97514 -1.17867 0.017 -0.036 -0.017
H -4.39697 1.93997 -0.29481 -0.090 0.081 -0.098
```
Forces are in eV/Å.

## Properties
- HOMO (eV) = -8.1662
- total energy (Eh) = -1923.82231
- total charge = 0
- orbital gap (eV) = 8.63
- lowest unoccupied orbital energy (eV) = 0.461

***

Entry 2:
# C22H28O9PS2

A cluster of 2 separate species, C22H28O9PS2 in total (ωB97M-V/def2-TZVPD, the Open Molecules 2025 dataset).

The geometry in XYZ format:
```
62
Properties=species:S:1:pos:R:3:forces:R:3
C -1.18966 -3.18712 3.30857 -0.107 0.040 0.007
C -1.28361 -1.72974 2.91992 -0.581 0.622 -0.517
O -2.55487 -1.54569 2.24668 0.643 -0.791 0.015
P -3.06762 -0.19854 1.54076 -0.494 1.443 1.341
C -3.48368 0.96679 2.74778 0.394 0.299 -0.066
C -3.04353 2.31275 2.84645 -0.873 -1.430 0.003
O -3.66482 3.22711 3.38192 0.476 0.525 -0.115
O -1.78128 2.50404 2.29833 0.364 1.136 -0.837
C -1.65611 3.67671 1.44089 -0.064 -0.220 1.324
C -2.28286 3.48880 0.08387 -0.482 0.083 -0.471
O -2.23139 0.32069 0.43665 0.383 -0.589 -0.477
O -4.49243 -0.79531 1.09054 -0.249 -0.466 -0.764
C -4.97887 -0.79592 -0.26731 0.400 0.031 0.564
C -6.04525 -1.86861 -0.36005 0.065 -0.096 0.075
H -0.22235 -3.38995 3.76963 0.037 -0.014 -0.014
H -1.97733 -3.43434 4.02356 0.026 -0.021 -0.034
H -1.31151 -3.82435 2.43004 0.066 0.047 0.045
H -1.25969 -1.08056 3.80546 -0.006 -0.032 -0.134
H -0.46121 -1.43717 2.25299 -0.365 -0.153 0.216
H -4.39466 0.76211 3.28250 -0.228 -0.102 0.151
H -2.12362 4.52314 1.95875 0.272 -0.104 0.006
H -0.58200 3.85385 1.35876 -0.006 0.048 0.157
H -1.65115 3.88671 -0.71381 0.085 -0.061 0.007
H -2.47431 2.43051 -0.10971 0.035 0.118 -0.020
H -3.22268 4.04315 0.03758 -0.098 -0.202 -0.053
H -5.40509 0.19532 -0.47490 0.162 -0.157 -0.090
H -4.15316 -1.00552 -0.96600 -0.221 0.229 0.219
H -6.50096 -1.84623 -1.35212 -0.053 -0.038 0.006
H -5.60125 -2.85819 -0.19812 -0.096 0.183 -0.019
H -6.82171 -1.71217 0.39740 0.130 0.012 -0.153
C 3.39315 -1.52616 -4.62013 -0.005 0.122 0.232
C 2.45335 -2.34473 -3.99069 -0.043 0.147 -0.042
C 1.50199 -1.79005 -3.14091 0.080 -0.125 -0.020
C 1.51960 -0.42127 -2.89474 -0.113 0.251 -0.120
S 0.22145 0.27540 -1.85950 0.301 -0.091 0.118
C 0.77657 0.31465 -0.11863 0.589 -0.308 -0.422
C 0.15409 1.17822 0.69084 0.647 -0.267 -0.558
S 1.93182 -0.87953 0.55182 -1.357 -0.221 0.071
C 3.57284 -0.18491 0.31734 0.146 0.171 -0.202
C 4.37855 -0.72944 -0.67855 -0.098 0.028 -0.157
C 5.66383 -0.23338 -0.88805 0.011 0.039 0.231
C 6.16773 0.77269 -0.06189 -0.285 -0.044 -0.124
C 5.34808 1.32918 0.92502 -0.154 -0.118 0.011
C 4.04447 0.86301 1.11294 0.032 -0.127 -0.124
O 1.69413 -0.95743 1.97913 0.536 0.174 -0.604
O 1.84123 -2.06634 -0.26882 0.403 0.172 0.312
O 0.06210 1.66277 -2.23781 -0.048 -0.408 0.065
O -0.85628 -0.67371 -1.96664 0.443 0.476 0.110
C 2.41803 0.41747 -3.55107 0.091 -0.233 0.365
C 3.38101 -0.14847 -4.38626 -0.079 0.017 -0.090
H 4.13303 -1.96338 -5.29173 -0.159 0.137 0.186
H 2.44195 -3.41995 -4.15629 0.054 0.216 -0.064
H 0.74153 -2.41544 -2.68292 0.186 0.188 0.043
H 0.10660 0.95979 1.74829 0.294 0.509 0.152
H -0.20028 2.11533 0.27747 -0.697 -0.531 0.119
H 3.99356 -1.53410 -1.29999 -0.009 0.133 0.102
H 6.25876 -0.64676 -1.70102 -0.040 0.081 0.249
H 7.18834 1.13499 -0.19951 -0.326 -0.061 0.034
H 5.72316 2.13653 1.55229 -0.088 -0.193 -0.123
H 3.39352 1.29815 1.86827 0.152 -0.085 -0.092
H 2.35619 1.49131 -3.38725 0.079 -0.206 -0.020
H 4.11456 0.50330 -4.85801 -0.161 -0.186 -0.011
```
Forces are in eV/Å.

## Properties
- HOMO (eV) = -3.5675
- total energy (Eh) = -2670.06133
- total charge = -1
- orbital gap (eV) = 5.65
- lowest unoccupied orbital energy (eV) = 2.080

***

Entry 3:
# C22H29BrN5O7TcTe

A structure of composition C22H29BrN5O7TcTe (ωB97M-V/def2-TZVPD, the Open Molecules 2025 dataset).

The geometry in XYZ format:
```
66
Properties=species:S:1:pos:R:3:forces:R:3
Tc -0.01519 -0.58357 0.10880 -0.039 0.039 0.076
N 1.15660 1.24471 0.87575 0.031 -0.084 0.049
C 0.96232 2.41943 0.00374 0.056 0.042 -0.037
C 0.26981 3.52472 0.82062 -0.111 -0.035 0.024
C -0.14881 4.82926 0.14121 0.009 -0.011 0.040
C 0.98035 5.66362 -0.45520 0.009 -0.009 0.016
N 1.36296 5.11105 -1.74967 -0.007 0.025 -0.009
C 2.09684 5.73031 -2.64285 0.037 -0.047 -0.010
N 2.67424 6.90813 -2.38092 -0.015 0.003 0.000
N 2.29302 5.15344 -3.83960 -0.021 0.022 -0.008
C 0.16038 2.02944 -1.24650 -0.103 -0.016 0.041
O 0.15620 2.80096 -2.21108 0.026 -0.034 -0.037
O -0.47879 0.92546 -1.21932 0.075 -0.008 -0.048
H 0.65725 1.37650 1.75229 0.039 -0.002 0.024
H 2.13125 1.08015 1.10105 0.024 -0.009 -0.089
H 1.93901 2.75233 -0.35535 -0.003 0.049 0.039
H 0.93045 3.75888 1.66047 0.016 0.007 0.000
H -0.63091 3.07381 1.25116 0.010 0.022 0.006
H -0.63407 5.43877 0.90417 -0.011 -0.018 0.009
H -0.90189 4.64539 -0.62711 0.002 0.000 -0.010
H 1.83964 5.67951 0.22482 0.003 0.016 -0.018
H 0.63309 6.69175 -0.58921 -0.010 -0.009 -0.002
H 0.91534 4.19799 -2.00774 0.019 0.034 -0.005
H 2.59588 7.32795 -1.47231 -0.002 -0.003 0.002
H 3.22404 7.38626 -3.07189 0.003 -0.002 -0.001
H 1.73434 4.35364 -4.08976 0.002 -0.011 0.004
H 2.75599 5.64749 -4.58126 0.007 -0.005 0.002
O -1.82632 -0.45894 3.65799 -0.010 0.031 0.018
C -1.17568 -0.71170 2.69229 -0.063 -0.090 -0.058
O -1.20983 -0.01444 1.55062 -0.037 0.012 0.100
C -0.12379 -1.85760 2.63683 0.210 0.184 0.054
O 0.13392 -2.56677 3.55735 -0.121 -0.065 -0.004
O 0.53003 -1.86102 1.46875 -0.074 0.006 -0.092
O 3.97437 -2.64126 -4.33490 -0.003 0.002 -0.002
C 3.15828 -2.11658 -3.41705 0.034 -0.013 0.011
C 1.87373 -1.65345 -3.69659 -0.041 0.013 0.011
C 1.11977 -1.15973 -2.66355 0.007 0.001 -0.025
N 1.54785 -1.08875 -1.38593 0.071 -0.074 0.054
C 2.80158 -1.49732 -1.14980 -0.021 -0.032 -0.028
Br 3.50413 -1.34658 0.59104 -0.024 0.031 -0.011
C 3.63496 -2.01816 -2.11482 -0.014 0.010 -0.003
H 3.54309 -2.69749 -5.19637 0.002 0.001 0.003
H 1.45935 -1.69259 -4.69501 -0.001 0.002 0.001
H 0.11863 -0.79453 -2.84301 0.006 0.014 -0.021
H 4.63277 -2.34785 -1.86954 0.004 0.003 -0.003
C -3.39625 -5.18183 4.45137 -0.013 -0.008 -0.010
C -3.04000 -4.51259 3.15387 0.014 -0.028 0.043
C -2.00343 -4.98446 2.36345 0.027 0.019 -0.013
C -1.63275 -4.35289 1.18110 -0.070 0.028 0.022
C -0.48206 -4.90603 0.38976 0.054 -0.006 -0.020
C -2.34179 -3.21043 0.79204 0.021 -0.033 0.079
Te -1.77835 -2.18191 -0.96541 -0.056 -0.009 -0.091
C -3.41709 -2.72501 1.55200 0.057 -0.044 -0.009
C -4.21916 -1.51731 1.15378 -0.026 0.003 -0.026
C -3.73923 -3.39219 2.72674 -0.012 0.038 -0.011
H -2.72154 -6.00793 4.66938 0.000 -0.003 -0.005
H -4.41499 -5.57236 4.42223 0.003 0.004 0.000
H -3.34003 -4.47061 5.27641 0.003 0.002 -0.003
H -1.44658 -5.85660 2.68581 0.002 -0.004 -0.006
H -0.10000 -5.80942 0.86212 0.005 -0.007 -0.007
H 0.33437 -4.18274 0.33377 -0.003 0.008 0.000
H -0.77969 -5.15276 -0.63113 0.002 0.004 0.000
H -3.59365 -0.62587 1.09650 0.016 0.029 -0.008
H -5.00543 -1.33216 1.88345 0.000 0.008 -0.003
H -4.68546 -1.65576 0.17625 0.003 0.002 0.008
H -4.55311 -3.01172 3.33395 0.003 0.003 -0.001
```
Forces are in eV/Å.

## Properties
- HOMO (alpha / beta) (eV) = -9.9507 / -9.9842
- total energy (Eh) = -4578.97572
- ⟨S²⟩ = 3.789
- total charge = +1
- orbital gap (alpha / beta) (eV) = 7.41 / 6.50
- lowest unoccupied orbital energy (alpha / beta) (eV) = -2.541 / -3.488
- spin multiplicity = 4

***

Entry 4:
# C22H29Cl2CrN7O2S

A structure of composition C22H29Cl2CrN7O2S (ωB97M-V/def2-TZVPD, the Open Molecules 2025 dataset).

The geometry in XYZ format:
```
64
Properties=species:S:1:pos:R:3:forces:R:3
Cr 0.38712 0.09002 0.12763 -0.397 0.118 0.904
N -3.60576 1.27856 -1.09449 0.075 0.059 0.096
C -2.38879 0.76672 -0.84799 -0.209 -0.065 -0.129
S -1.44018 1.54026 0.38844 0.145 -0.015 -0.158
N -2.04853 -0.28063 -1.57144 0.139 0.001 0.093
N -0.81158 -0.75006 -1.26758 -0.039 -0.070 -0.265
C -0.31449 -1.71715 -1.96968 0.067 0.016 0.192
C -1.00476 -2.37347 -3.09666 0.003 0.057 -0.066
C -0.38967 -2.40485 -4.34609 -0.037 -0.021 0.006
C -1.02166 -3.01365 -5.41836 -0.021 -0.008 0.039
C -2.26227 -3.60775 -5.24119 0.010 0.015 -0.003
C -2.87580 -3.58006 -3.99703 -0.005 0.009 0.006
C -2.25742 -2.95409 -2.92839 0.002 -0.025 0.052
C 1.03756 -2.16019 -1.55291 -0.063 -0.031 0.029
C 1.64213 -3.31713 -2.03344 -0.085 0.213 0.076
C 2.89348 -3.66554 -1.55410 0.053 0.064 0.061
C 3.51199 -2.86263 -0.60770 -0.087 0.034 -0.011
C 2.84414 -1.73444 -0.16184 0.110 -0.119 -0.056
N 1.64425 -1.39524 -0.62075 0.013 -0.067 -0.241
H -3.92253 2.10237 -0.61338 0.037 -0.083 -0.048
H -4.16191 0.88107 -1.83184 -0.009 -0.005 -0.018
H 0.57599 -1.93760 -4.48590 0.070 0.034 0.007
H -0.54590 -3.02408 -6.38801 0.020 0.001 -0.052
H -2.75464 -4.08753 -6.07452 -0.022 -0.031 -0.043
H -3.84383 -4.03971 -3.86020 -0.048 -0.023 0.000
H -2.74354 -2.91118 -1.96331 -0.003 0.002 0.011
H 1.13179 -3.92740 -2.76160 -0.037 -0.018 -0.033
H 3.37969 -4.56012 -1.91646 0.023 -0.031 0.000
H 4.48627 -3.10381 -0.21234 0.047 -0.011 0.015
H 3.26830 -1.08396 0.59177 0.032 -0.009 -0.017
C -0.30971 -3.06678 2.75622 -0.139 -0.013 0.021
C -1.00436 -1.85709 2.13021 0.031 0.103 0.123
C -1.68380 -1.00432 3.20060 -0.018 -0.089 -0.070
C -2.02690 -2.33377 1.10616 0.078 0.043 0.049
O 0.03557 -1.08008 1.53761 0.164 -0.042 -0.288
H -1.03823 -3.76735 3.16243 -0.035 -0.026 0.045
H 0.34665 -2.76652 3.57415 0.043 0.049 0.029
H 0.28549 -3.58711 2.00669 0.017 -0.042 -0.079
H -2.53518 -1.52537 3.63452 -0.067 -0.066 0.056
H -2.03544 -0.07277 2.76167 -0.042 0.035 -0.035
H -0.98851 -0.76723 4.00606 0.080 0.027 0.017
H -2.76086 -2.97473 1.59171 -0.048 -0.034 0.041
H -1.54537 -2.91267 0.31827 0.055 -0.046 -0.039
H -2.55584 -1.49704 0.65703 -0.034 0.066 -0.025
C 3.61710 1.60597 4.46674 0.020 0.047 0.042
N 2.89709 1.76626 3.22353 -0.020 -0.239 -0.093
C 2.74627 3.01166 2.51352 0.001 0.063 -0.007
C 1.90500 2.58304 1.32073 -0.087 0.175 0.002
O 1.51534 3.32873 0.46138 -0.082 0.090 -0.211
N 1.64693 1.22457 1.42039 0.019 -0.134 -0.094
C 2.22766 0.81024 2.56878 0.052 -0.126 0.166
N 2.15035 -0.45203 2.96626 0.082 0.053 -0.041
H 4.40873 2.35263 4.51085 -0.036 -0.028 0.008
H 4.08954 0.62582 4.50616 0.022 -0.021 0.014
H 2.96552 1.73328 5.33280 0.004 -0.003 0.020
H 3.70171 3.42609 2.18861 0.002 0.013 -0.011
H 2.21003 3.76123 3.09832 0.004 0.020 -0.020
H 1.39364 -0.98415 2.48380 -0.077 0.027 0.123
H 2.44166 -0.69768 3.89554 0.008 -0.032 0.034
Cl 1.42632 1.30718 -1.79286 0.182 0.087 -0.359
C 0.49559 2.73331 -2.38665 0.188 0.121 0.038
Cl -0.79042 2.25934 -3.47031 -0.026 -0.014 -0.016
H 1.22658 3.33244 -2.92635 -0.142 -0.043 0.143
H 0.10582 3.22123 -1.50022 0.017 -0.012 -0.035
```
Forces are in eV/Å.

## Properties
- HOMO (alpha / beta) (eV) = -10.6770 / -10.7698
- total energy (Eh) = -3752.50528
- ⟨S²⟩ = 3.784
- total charge = +1
- orbital gap (alpha / beta) (eV) = 7.43 / 7.39
- lowest unoccupied orbital energy (alpha / beta) (eV) = -3.249 / -3.376
- spin multiplicity = 4

***

Question: total charge of number 3 (C22H29BrN5O7TcTe)?
Answer: +1

***

Question: Which of these has the lowest total energy?
Answer: C22H29BrN5O7TcTe